79
Properties=species:S:1:pos:R:3:mulliken_charge:R:1 method="wB97M-V/def2-TZVPD" homo_lumo_gap_ev=2.11 e_homo_ev=-9.80 lumo_ev=-7.7 relative_energy_kcal_mol=213.01 total_charge=+1
Be -0.57 -0.43 -0.24 0.744
C -5.05 -5.28 1.22 -0.825
C -3.70 -5.47 0.52 -0.202
O -3.21 -4.23 -0.05 -0.251
H -5.86 -5.17 0.50 0.266
H -4.93 -4.44 1.90 0.283
H -5.20 -6.20 1.79 0.320
H -3.92 -6.25 -0.21 0.284
H -2.99 -6.04 1.10 0.317
C 5.44 -4.31 0.47 -0.891
S 3.62 -4.48 0.45 0.446
O 2.93 -3.37 -0.36 -0.576
C 3.31 -6.12 -0.42 -0.916
H 5.84 -4.22 -0.54 0.316
H 5.86 -5.02 1.18 0.347
H 5.69 -3.36 0.93 0.318
H 2.26 -6.32 -0.63 0.311
H 3.60 -7.06 0.06 0.364
H 3.86 -6.15 -1.36 0.294
C -3.55 4.41 -4.74 -0.892
S -3.26 4.26 -2.83 0.426
O -2.68 2.85 -2.58 -0.549
C -1.82 5.50 -2.72 -0.845
H -4.36 3.91 -5.28 0.327
H -2.61 4.20 -5.23 0.294
H -3.73 5.48 -4.89 0.327
H -1.53 5.74 -1.70 0.307
H -2.00 6.50 -3.13 0.352
H -1.03 4.96 -3.24 0.256
C 2.53 5.57 2.82 -0.883
S 1.93 3.90 3.55 0.436
O 1.82 2.83 2.42 -0.580
C 3.13 3.48 4.85 -0.811
H 3.62 5.54 2.88 0.296
H 2.15 6.47 3.32 0.340
H 2.13 5.55 1.81 0.310
H 3.37 4.48 5.22 0.297
H 3.94 3.00 4.31 0.285
H 2.87 2.67 5.53 0.316
C 1.36 -2.28 -6.96 -0.813
S 0.61 -2.76 -5.35 0.475
O -0.29 -1.59 -4.83 -0.602
C -0.65 -3.98 -5.85 -0.893
H 0.59 -2.38 -7.72 0.269
H 2.20 -2.86 -7.32 0.339
H 1.72 -1.26 -6.82 0.292
H -0.14 -4.91 -6.11 0.337
H -1.09 -3.59 -6.77 0.292
H -1.51 -4.08 -5.19 0.331
C -5.55 2.48 4.31 -0.924
S -4.93 2.71 2.62 0.475
O -4.00 1.50 2.29 -0.585
C -6.55 2.35 1.84 -0.905
H -5.70 1.41 4.45 0.311
H -6.52 2.98 4.33 0.320
H -4.86 2.66 5.13 0.330
H -7.24 3.18 2.02 0.372
H -6.99 1.47 2.32 0.308
H -6.29 2.24 0.79 0.305
C -1.22 -1.58 6.70 -0.893
S -0.23 -2.74 5.56 0.444
O 0.11 -1.91 4.31 -0.559
C 1.43 -2.62 6.44 -0.852
H -1.23 -1.98 7.72 0.361
H -2.29 -1.65 6.47 0.322
H -0.67 -0.65 6.83 0.293
H 1.59 -1.54 6.43 0.225
H 2.24 -2.93 5.77 0.317
H 1.52 -3.09 7.42 0.348
C 3.98 3.90 -4.62 -0.865
S 4.13 3.23 -2.92 0.457
O 2.91 2.31 -2.61 -0.584
C 5.68 2.30 -3.13 -0.862
H 4.97 4.33 -4.80 0.336
H 3.29 4.74 -4.60 0.325
H 3.78 3.06 -5.30 0.285
H 6.28 2.72 -3.94 0.289
H 5.34 1.28 -3.27 0.289
H 6.35 2.16 -2.28 0.332

***

65
Properties=species:S:1:pos:R:3:mulliken_charge:R:1 method="wB97M-V/def2-TZVPD" homo_lumo_gap_ev=7.19 e_homo_ev=-7.61 lumo_ev=-0.4 relative_energy_kcal_mol=19.84
Pd 0.85 -0.09 -0.83 0.335
O 1.74 -0.12 5.50 -0.521
C 2.67 -0.59 4.53 -1.433
C 2.68 0.39 3.36 1.667
C 3.00 1.79 3.91 -0.992
O 3.65 2.57 2.93 -0.467
C 1.27 0.33 2.72 -1.097
Se 1.26 1.40 1.11 -0.201
C 3.74 -0.09 2.36 -1.074
Se 3.34 0.42 0.49 -0.039
H 1.72 -0.73 6.24 0.333
H 2.39 -1.59 4.17 0.427
H 3.68 -0.64 4.95 0.513
H 3.64 1.67 4.79 0.382
H 2.07 2.26 4.25 0.402
H 3.55 3.50 3.14 0.324
H 0.51 0.72 3.40 0.745
H 1.02 -0.69 2.44 0.147
H 3.75 -1.18 2.36 0.571
H 4.73 0.28 2.60 0.435
C -3.96 1.40 -3.34 -0.730
O -2.84 1.23 -4.19 -0.075
C -3.04 1.15 -5.52 1.075
C -4.26 1.29 -6.16 -0.806
C -4.34 1.18 -7.54 -0.721
C -3.20 0.95 -8.30 -0.758
C -1.98 0.80 -7.67 -0.300
C -1.90 0.89 -6.29 -0.178
N -0.63 0.75 -5.63 0.185
C -0.29 -0.14 -4.73 -1.161
C -0.96 -1.27 -4.25 0.584
C -2.12 -1.87 -4.82 -0.212
C -2.68 -2.97 -4.24 -0.935
C -2.11 -3.51 -3.07 -0.481
C -1.00 -2.97 -2.50 -0.391
C -0.38 -1.81 -3.05 0.167
O 0.66 -1.26 -2.54 -1.160
H -3.56 1.42 -2.34 -0.118
H -4.65 0.56 -3.45 0.415
H -4.48 2.33 -3.56 0.380
H -5.16 1.47 -5.58 0.434
H -5.30 1.29 -8.02 0.402
H -3.27 0.87 -9.38 0.393
H -1.08 0.59 -8.23 0.477
H 0.00 1.54 -5.71 0.368
H 0.68 0.04 -4.29 1.027
H -2.53 -1.47 -5.73 0.468
H -3.55 -3.44 -4.69 0.436
H -2.55 -4.39 -2.62 0.435
H -0.56 -3.41 -1.61 0.605
Cl -2.30 0.07 -0.40 -0.204
C -1.53 -1.31 0.31 1.228
C -0.15 -1.45 0.19 -1.979
C 0.40 -2.61 0.74 1.403
Cl 2.10 -2.90 0.56 -0.164
C -0.37 -3.57 1.39 0.372
Cl 0.37 -4.97 2.07 -0.183
C -1.74 -3.40 1.50 0.236
Cl -2.71 -4.57 2.31 -0.186
C -2.33 -2.26 0.94 0.086
Cl -4.04 -2.05 1.05 -0.198
O 1.27 2.45 -3.86 -0.668
N 0.87 1.89 -2.85 1.044
O 1.73 1.49 -1.98 -0.600
O -0.33 1.68 -2.64 -0.467

***

82
Properties=species:S:1:pos:R:3:mulliken_charge:R:1 method="wB97M-V/def2-TZVPD" homo_lumo_gap_ev=1.66 e_homo_ev=-15.58 lumo_ev=-13.9 relative_energy_kcal_mol=281.66 total_charge=+3
Hg -2.85 1.87 3.26 0.707
Hg -2.57 1.81 -4.09 0.735
O 1.57 -0.14 -0.36 -0.326
C 0.61 0.73 -0.35 0.832
O 0.15 1.31 0.70 -0.417
O 0.20 1.12 -1.48 -0.416
H 1.61 -0.29 -1.31 0.330
C -2.94 -6.29 -5.65 -0.619
C -4.32 -5.60 -5.56 -0.655
C -4.34 -4.61 -4.28 -0.624
S -2.58 -4.05 -3.99 1.003
O -2.16 -4.38 -2.68 -0.555
O -2.36 -2.68 -4.50 -0.580
C -1.86 -5.22 -5.29 -0.675
H -2.81 -6.77 -6.62 0.377
H -3.07 -7.22 -5.09 0.339
H -5.07 -6.39 -5.56 0.381
H -4.46 -5.02 -6.48 0.321
H -4.41 -5.36 -3.49 0.337
H -5.02 -3.78 -4.12 0.430
H -0.80 -5.37 -5.07 0.457
H -1.78 -4.52 -6.12 0.355
C -3.35 -5.34 6.04 -0.535
C -4.27 -5.13 4.86 -0.691
C -3.52 -4.78 3.55 -0.625
S -2.16 -3.75 4.22 1.090
O -2.25 -2.30 3.98 -0.577
O -0.98 -4.39 3.67 -0.583
C -2.30 -4.21 5.98 -0.598
H -2.92 -6.33 5.90 0.333
H -3.88 -5.20 6.99 0.311
H -5.01 -4.34 5.03 0.334
H -4.88 -6.01 4.66 0.383
H -3.99 -4.30 2.69 0.432
H -2.97 -5.63 3.15 0.359
H -2.72 -3.37 6.54 0.429
H -1.38 -4.67 6.32 0.341
C 4.62 1.14 -5.13 -0.571
C 4.27 2.59 -5.41 -0.662
C 3.68 2.75 -6.88 -0.617
S 2.43 1.42 -6.83 1.058
O 2.33 0.83 -8.19 -0.574
O 1.23 1.71 -6.07 -0.577
C 3.46 0.29 -5.80 -0.561
H 4.69 0.84 -4.08 0.288
H 5.54 0.85 -5.62 0.332
H 5.15 3.14 -5.10 0.396
H 3.51 2.98 -4.73 0.302
H 4.42 2.49 -7.64 0.353
H 3.39 3.77 -7.13 0.419
H 3.93 -0.43 -6.47 0.320
H 2.77 -0.25 -5.16 0.378
C 5.17 0.84 6.24 -0.746
C 4.68 0.29 4.88 -0.682
C 3.46 -0.59 5.00 -0.381
S 2.77 -0.36 6.70 1.001
O 3.25 -1.50 7.49 -0.517
O 1.34 0.00 6.64 -0.540
C 3.89 1.12 7.09 -0.657
H 5.99 1.55 6.15 0.443
H 5.75 0.03 6.68 0.362
H 5.56 -0.27 4.57 0.284
H 4.45 1.18 4.29 0.351
H 3.38 -1.54 4.47 0.475
H 2.89 0.11 4.39 0.228
H 3.91 1.30 8.17 0.480
H 3.64 2.10 6.70 0.321
C -0.12 8.02 0.68 -0.579
C -1.43 8.70 0.86 -0.583
C -2.62 7.99 0.06 -0.703
S -2.14 6.22 -0.05 1.038
O -2.48 5.57 -1.32 -0.612
O -2.45 5.58 1.22 -0.600
C -0.34 6.58 0.15 -0.603
H 0.43 7.92 1.61 0.236
H 0.48 8.60 -0.02 0.323
H -1.21 9.77 0.80 0.423
H -1.67 8.56 1.91 0.276
H -2.73 8.47 -0.91 0.359
H -3.63 7.82 0.43 0.424
H 0.06 6.65 -0.86 0.315
H 0.11 5.80 0.77 0.439

***

55
Properties=species:S:1:pos:R:3:mulliken_charge:R:1 method="wB97M-V/def2-TZVPD" homo_lumo_gap_ev="4.39 / 4.01" e_homo_ev="-0.70 / -0.32" lumo_ev="3.7 / 3.7" relative_energy_kcal_mol=86.76 total_charge=-2
Sc -0.05 0.21 -0.79 0.463
O -4.34 -0.76 -1.88 -0.558
C -3.01 -0.70 -1.72 0.380
O -2.50 0.13 -0.99 -0.321
C -2.21 -1.68 -2.48 0.358
C -2.63 -2.30 -3.64 -0.996
C -1.69 -3.04 -4.37 -0.382
C -0.41 -3.17 -3.89 -0.879
C -0.06 -2.53 -2.68 0.814
N -0.97 -1.79 -2.01 0.714
C 1.25 -2.47 -2.10 -0.131
O 2.27 -3.20 -2.60 -0.569
O 1.46 -1.68 -1.14 -0.271
H -4.75 -0.06 -1.36 0.393
H -3.63 -2.14 -4.01 0.471
H -1.95 -3.48 -5.32 0.405
H 0.36 -3.67 -4.46 0.513
H 2.44 -2.98 -3.54 0.170
O 1.53 0.56 0.81 -0.405
C 1.91 -0.21 1.70 -0.495
C 1.21 -1.36 2.17 0.925
C 1.76 -2.17 3.16 -0.436
C 1.09 -3.29 3.62 -0.452
C -0.16 -3.63 3.08 -0.402
C -0.73 -2.87 2.11 -0.991
C -0.08 -1.70 1.60 0.472
O -0.62 -1.02 0.68 0.402
N 1.64 -4.10 4.63 0.992
O 2.71 -3.78 5.14 -0.664
O 1.01 -5.10 4.99 -0.684
H 2.89 -0.01 2.17 0.263
H 2.73 -1.91 3.58 0.527
H -0.66 -4.52 3.46 0.479
H -1.69 -3.12 1.68 0.448
Se 2.24 -1.14 -5.40 -0.746
Sb 1.96 0.93 -4.16 0.066
Se 2.49 0.57 -1.59 -0.291
Se -0.51 0.91 -3.21 -0.727
Se 4.69 0.60 -1.84 -0.737
O -0.72 1.42 2.23 -0.625
S -1.26 2.32 1.24 1.336
O -2.68 2.24 1.04 -0.689
N -0.41 2.23 -0.16 0.293
C 0.26 3.36 -0.39 0.826
S 1.30 3.62 -1.64 -0.448
C 0.06 4.42 0.60 -0.083
C 0.64 5.68 0.59 -0.804
C 0.36 6.53 1.65 -0.472
C -0.47 6.13 2.68 -0.527
C -1.06 4.86 2.68 -0.659
C -0.78 4.02 1.63 0.132
H 1.30 5.96 -0.22 0.413
H 0.81 7.51 1.66 0.376
H -0.68 6.80 3.50 0.367
H -1.71 4.55 3.49 0.446

***

14
Properties=species:S:1:pos:R:3:mulliken_charge:R:1 method="wB97M-V/def2-TZVPD" homo_lumo_gap_ev=8.97 e_homo_ev=-8.80 lumo_ev=0.2 relative_energy_kcal_mol=101.96
C -1.06 -1.83 -0.06 -0.529
O 0.17 -1.18 0.32 -0.137
C 0.73 -0.51 -0.63 -0.461
C -0.65 1.77 0.27 -1.000
C 2.03 0.10 -0.26 0.319
O 2.30 1.28 -0.19 -0.460
H -1.10 -2.79 0.46 0.261
H -1.89 -1.19 0.24 0.250
H -1.05 -1.96 -1.15 0.354
H -0.44 1.09 -0.57 0.244
H -1.64 2.17 0.11 0.318
H -0.62 1.22 1.22 0.243
H 0.11 2.55 0.29 0.295
H 2.82 -0.69 -0.27 0.303

***

81
Properties=species:S:1:pos:R:3:mulliken_charge:R:1 method="wB97M-V/def2-TZVPD" homo_lumo_gap_ev="7.96 / 7.73" e_homo_ev="-9.74 / -11.53" lumo_ev="-1.8 / -3.8" multiplicity=5 relative_energy_kcal_mol=13.40 total_charge=+1
Co -0.90 1.11 1.07 -0.515
C -2.58 2.14 0.55 0.916
C -2.94 0.82 0.99 0.669
C -1.87 1.92 2.75 0.165
C -1.98 2.84 1.66 0.984
C -2.46 0.67 2.34 0.818
C -2.94 2.75 -0.76 -1.619
H -3.16 1.98 -1.52 0.329
H -2.13 3.39 -1.14 0.441
H -3.84 3.38 -0.68 0.303
C -1.64 4.28 1.68 -1.489
H -1.69 4.71 0.68 0.355
H -0.63 4.44 2.08 0.162
H -2.33 4.85 2.31 0.315
C -1.28 2.19 4.08 -1.377
H -1.95 2.80 4.71 0.307
H -0.34 2.74 3.99 0.118
H -1.09 1.27 4.63 0.285
C -2.73 -0.49 3.24 -1.538
H -3.61 -0.28 3.87 0.339
H -1.89 -0.68 3.93 0.353
H -2.94 -1.41 2.69 0.335
C -3.87 -0.09 0.29 -1.402
H -4.91 0.16 0.54 0.284
H -3.73 -1.14 0.58 0.409
H -3.79 -0.01 -0.80 0.339
C 2.05 -1.90 -3.92 -0.137
C 0.80 -1.96 -4.38 -0.661
C 0.09 -3.21 -4.80 -0.761
C 0.38 -4.48 -3.96 -0.950
C 0.41 -4.26 -2.48 -0.063
C 1.48 -3.91 -1.75 -0.525
C 2.87 -3.73 -2.32 -0.802
C 2.96 -3.07 -3.72 -0.976
H 0.34 -3.44 -5.85 0.308
H 1.28 -4.99 -4.35 0.340
H -0.99 -3.04 -4.77 0.319
H 2.85 -3.84 -4.50 0.389
H 2.52 -0.92 -3.73 0.400
H 0.26 -1.03 -4.62 0.855
H 3.99 -2.69 -3.81 0.406
H 3.44 -3.10 -1.63 0.314
H 1.42 -3.88 -0.66 0.591
H 3.39 -4.70 -2.37 0.388
H -0.46 -5.17 -4.16 0.383
H -0.53 -4.49 -1.97 0.408
P -0.21 0.65 -1.02 1.655
C 0.83 1.86 -1.83 -1.094
C -1.22 -0.16 -2.29 -0.548
P -0.20 -1.03 1.20 1.296
C 0.84 -0.69 -0.29 -0.434
C -1.26 -2.44 0.71 -1.243
C 0.81 -1.65 2.56 -1.189
H 1.31 2.49 -1.07 0.129
H 0.21 2.50 -2.47 0.446
H 1.59 1.34 -2.43 0.285
H -0.59 -0.83 -2.89 -0.613
H -1.65 0.61 -2.94 0.537
H -2.04 -0.76 -1.87 0.253
H 1.54 -2.37 2.17 0.388
H 0.15 -2.14 3.30 0.450
H 1.35 -0.83 3.06 0.126
H 1.80 -0.25 0.03 0.232
H 1.00 -1.56 -0.94 -0.266
H -1.67 -2.88 1.63 0.470
H -0.66 -3.20 0.18 0.246
H -2.09 -2.13 0.07 0.209
C 3.30 2.60 1.08 -1.720
C 2.09 2.42 2.01 1.042
C 2.59 1.58 3.19 -1.666
C 1.74 3.82 2.51 -1.634
O 1.01 1.82 1.37 -0.351
H 4.15 2.95 1.68 0.474
H 3.10 3.36 0.32 0.407
H 3.58 1.66 0.59 0.307
H 3.40 2.15 3.67 0.518
H 1.81 1.39 3.93 0.245
H 3.02 0.64 2.84 0.409
H 1.44 4.44 1.67 0.341
H 0.94 3.78 3.25 0.237
H 2.62 4.27 2.99 0.538

***

10
Properties=species:S:1:pos:R:3:mulliken_charge:R:1 method="wB97M-V/def2-TZVPD" homo_lumo_gap_ev=14.04 e_homo_ev=-17.51 lumo_ev=-3.5 relative_energy_kcal_mol=9.44 total_charge=+1
O -2.29 0.24 0.17 -0.606
H -3.06 0.42 -0.40 0.338
H -2.56 0.48 1.07 0.342
O 2.28 0.20 0.18 -0.590
H 3.15 -0.20 0.07 0.361
H 2.43 1.14 0.06 0.351
O 0.03 -0.49 -0.26 -0.496
H 1.11 -0.38 -0.20 0.459
H -0.91 -0.12 0.05 0.459
H -0.18 -1.29 -0.74 0.382

***

58
Properties=species:S:1:pos:R:3:mulliken_charge:R:1 method="wB97M-V/def2-TZVPD" homo_lumo_gap_ev="7.93 / 7.70" e_homo_ev="-10.63 / -10.55" lumo_ev="-2.7 / -2.8" multiplicity=2 relative_energy_kcal_mol=18.14 total_charge=+1
Mn -0.12 0.18 -0.93 0.285
N -0.48 -0.07 3.72 0.113
C 0.61 -0.50 2.79 2.481
C 0.34 -1.89 2.24 -1.330
C 1.37 -2.23 1.17 0.023
N 1.08 -1.55 -0.14 -0.215
C 2.79 -2.01 1.70 -1.467
C 3.06 -0.70 2.44 0.005
N 3.10 0.41 1.49 -0.433
C 1.96 -0.44 3.48 -1.380
H -1.38 -0.05 3.22 0.433
H -0.29 0.91 4.05 0.418
H -0.55 -0.68 4.53 0.413
H 0.59 0.22 1.97 -2.141
H -0.67 -1.97 1.83 0.231
H 0.42 -2.62 3.05 0.568
H 1.30 -3.31 0.98 0.318
H 0.56 -2.22 -0.69 0.282
H 1.97 -1.45 -0.63 0.306
H 3.52 -2.14 0.89 0.406
H 2.99 -2.83 2.40 0.464
H 4.00 -0.82 2.99 0.365
H 3.85 0.28 0.82 0.246
H 3.28 1.29 1.96 0.248
H 2.11 0.54 3.94 0.488
H 2.02 -1.20 4.26 0.410
N 0.50 1.61 0.24 -0.420
C 0.41 2.54 0.91 0.738
C 0.35 3.56 1.85 -0.020
C 0.37 3.09 3.17 0.546
N 0.40 2.54 4.19 -0.796
C 0.08 4.89 1.46 -0.247
N -0.17 5.95 1.09 -0.523
C -2.36 3.40 -1.12 -0.742
S -1.97 2.41 -2.56 0.316
C -3.34 1.26 -2.46 -0.629
O -0.72 1.63 -2.19 -0.546
H -3.30 3.91 -1.29 0.486
H -1.56 4.13 -1.01 0.252
H -2.41 2.75 -0.25 0.098
H -4.26 1.83 -2.63 0.438
H -3.35 0.79 -1.48 0.027
H -3.21 0.52 -3.25 0.272
F -2.42 -1.44 0.26 -0.137
B -1.64 -0.33 0.29 0.519
F -2.00 0.41 1.41 -0.335
N 0.20 -1.13 -6.09 -0.415
C -0.28 -1.51 -4.89 0.426
C -0.01 -0.77 -3.72 -0.380
N -0.51 -1.12 -2.55 0.427
C -1.29 -2.21 -2.50 -0.442
C -1.56 -2.92 -3.65 -0.505
N -1.06 -2.59 -4.84 -0.594
H 0.92 -0.44 -6.17 0.214
H 0.07 -1.76 -6.87 0.258
H 0.60 0.13 -3.76 0.309
H -1.72 -2.48 -1.55 0.475
H -2.20 -3.80 -3.62 0.391

***

7
Properties=species:S:1:pos:R:3:mulliken_charge:R:1 method="wB97M-V/def2-TZVPD" homo_lumo_gap_ev="8.43 / 7.06" e_homo_ev="-7.77 / -11.08" lumo_ev="0.7 / -4.0" multiplicity=3 relative_energy_kcal_mol=68.00
C 2.64 -0.34 0.08 0.157
C -0.01 0.20 0.46 -0.841
N 3.77 -0.41 -0.10 -0.214
S -0.76 -1.24 -0.07 -0.050
H 0.09 1.04 -0.19 0.413
H 0.15 0.28 1.51 0.380
H -0.74 -0.98 -1.38 0.155

***

4
Properties=species:S:1:pos:R:3:mulliken_charge:R:1 method="wB97M-V/def2-TZVPD" homo_lumo_gap_ev=12.15 e_homo_ev=-10.80 lumo_ev=1.3 relative_energy_kcal_mol=9.60
C -0.58 -0.03 -0.11 -0.322
C 0.60 -0.20 -0.04 -0.246
H -1.63 -0.07 0.14 0.316
H 1.61 0.31 0.00 0.252

***

20
Properties=species:S:1:pos:R:3:mulliken_charge:R:1 method="wB97M-V/def2-TZVPD" homo_lumo_gap_ev="7.20 / 7.20" e_homo_ev="-13.00 / -13.00" lumo_ev="-5.8 / -5.8" relative_energy_kcal_mol=104.82 total_charge=+1
C -0.16 1.23 -0.27 -0.360
C -3.37 0.11 0.23 -0.867
C 3.16 0.34 -0.43 -1.381
C -2.49 -0.82 -0.48 -0.078
C 2.37 -0.34 0.68 -0.453
N -0.24 -0.02 -0.15 -0.130
P 0.97 -1.16 -0.19 0.063
H 0.57 1.77 0.17 0.354
H -0.94 1.84 -0.86 0.200
H -4.44 -0.47 0.27 0.341
H -3.12 0.53 1.23 0.318
H -3.45 0.96 -0.37 0.363
H 3.99 0.68 0.08 0.376
H 3.37 -0.35 -1.11 0.498
H 2.67 1.06 -0.99 0.431
H -2.49 -1.13 -1.46 0.395
H -1.94 -1.58 0.02 0.235
H 2.13 0.49 1.47 0.306
H 2.97 -1.16 1.36 0.351
H 0.43 -1.98 0.79 0.038